Entry 1:
{
  "formula": "C6H12N",
  "method": "the ωB97M-V functional and the def2-TZVPD basis",
  "species": ["C", "C", "C", "C", "C", "C", "N", "H", "H", "H", "H", "H", "H", "H", "H", "H", "H", "H", "H"],
  "positions_angstrom": [[-0.609, 1.753, 0.049], [-0.713, 1.356, 1.328], [-0.593, 0.359, 0.282], [-1.977, -1.655, 0.748], [2.589, 0.707, -0.284], [-1.327, -0.832, -0.278], [1.590, -0.351, -0.343], [-0.460, 2.569, -0.616], [-0.857, 1.578, 2.367], [-1.427, -1.323, 1.649], [-1.804, -2.705, 0.617], [-3.044, -1.574, 0.816], [2.728, 1.131, -1.296], [2.253, 1.592, 0.208], [3.566, 0.530, 0.149], [-2.030, -0.329, -0.937], [-0.762, -1.441, -0.956], [1.644, -1.010, 0.396], [1.406, -0.805, -1.229]],
  "lumo_energy_ev": -4.0,
  "total_charge": 1
}

Entry 2:
{
  "formula": "C4H9N4OS",
  "method": "the ωB97M-V functional and the def2-TZVPD basis",
  "species": ["C", "C", "C", "C", "N", "N", "N", "N", "O", "S", "H", "H", "H", "H", "H", "H", "H", "H", "H"],
  "positions_angstrom": [[-2.437, 0.737, -0.012], [1.944, -0.094, 0.275], [-2.607, -0.765, -0.465], [-0.095, 0.850, -0.593], [-1.208, 1.363, -0.004], [3.211, -0.002, 0.710], [1.625, -1.276, -0.265], [1.100, 0.953, 0.016], [-3.393, 1.249, 0.501], [-1.540, -2.006, 0.338], [-3.559, -0.899, -0.146], [-2.523, -0.821, -1.499], [-0.062, 0.224, -1.473], [-1.340, 2.202, 0.539], [3.537, -0.860, 1.088], [3.376, 0.858, 1.183], [2.204, -2.019, -0.598], [0.531, -1.439, -0.266], [1.235, 1.744, 0.671]],
  "lumo_energy_ev": [-4.5, -6.2],
  "smiles": "NC(=[NH2+])/[NH+]=C/NC(=O)C[S-]",
  "total_charge": 1
}

Entry 3:
{
  "formula": "C4H9NO",
  "method": "the ωB97M-V functional and the def2-TZVPD basis",
  "species": ["C", "N", "C", "C", "C", "O", "H", "H", "H", "H", "H", "H", "H", "H", "H"],
  "positions_angstrom": [[1.990, -0.461, -1.243], [-0.284, -0.541, -0.684], [0.931, 0.209, -0.374], [-1.269, -0.637, 0.100], [-1.599, 0.170, 1.336], [-1.182, 1.515, 1.248], [2.947, 0.066, -1.282], [2.151, -1.478, -0.872], [1.579, -0.553, -2.253], [1.175, 0.131, 0.695], [0.844, 1.283, -0.585], [-2.015, -1.389, -0.178], [-1.124, -0.247, 2.231], [-2.688, 0.090, 1.480], [-1.456, 1.843, 0.382]],
  "lumo_energy_ev": 0.9,
  "smiles": "CC/N=C\\CO"
}

Quick rundown of relative energy (zero: lowest compared OMol25 entry of this formula, charge and spin), same order as above: 361.0 251.0 190.8 kJ/mol